(1)
Here is 3 unconnected molecules or ions with the total composition C15H38BBrClN3O12P3 from OMol25. Energies are from ωB97M-V/def2-TZVPD.

Output
Lowest unoccupied orbital energy   -0.1264 hartree
HOMO energy   -11.388 eV
F_max   8.3 eV/Å
Orbital gap   0.292 hartree
ΔE to the lowest compared entry with this formula, charge and spin   0.0000 eV
Energy   -156310.7875 eV
Total charge   +1

Atoms and positions in Å:
C -4.99 -0.13 4.88
C -5.71 -0.21 3.50
B -4.88 0.47 2.35
O -4.88 1.83 2.28
N -4.10 -0.35 1.24
O -4.07 -1.68 1.72
C -4.89 -0.19 -0.03
C -4.07 0.14 -1.32
C -3.96 -1.13 -2.19
N -5.09 -1.15 -3.13
O -2.82 0.77 -1.12
C -2.60 1.27 0.18
P -0.89 2.12 0.12
O -0.73 2.93 1.51
Cl -1.28 3.58 -1.29
C -2.67 0.08 1.14
Br -2.06 0.49 2.95
C -1.75 -1.05 0.57
C -0.90 -1.79 1.61
N 0.33 -1.55 1.71
H -4.01 -0.58 4.85
H -4.97 0.92 5.17
H -5.65 -0.61 5.60
H -6.08 -1.21 3.28
H -6.61 0.42 3.61
H -5.80 2.13 2.27
H -4.94 -2.09 1.57
H -5.51 -1.05 -0.25
H -5.60 0.63 0.12
H -4.70 0.82 -1.90
H -3.01 -1.17 -2.73
H -4.04 -2.01 -1.55
H -4.77 -0.82 -4.03
H -5.43 -2.09 -3.25
H -3.34 2.06 0.37
H -1.24 3.75 1.54
H -2.33 -1.76 -0.02
H -1.05 -0.61 -0.14
H -1.37 -2.51 2.27
H 0.60 -0.84 1.02
C 4.23 -4.63 -2.82
O 3.88 -4.61 -1.44
P 3.46 -3.12 -0.82
O 2.61 -2.68 -1.97
O 4.98 -2.53 -0.93
C 6.04 -3.18 -0.21
O 2.96 -1.86 0.16
C 3.61 -1.67 1.43
H 4.82 -5.54 -2.98
H 3.33 -4.68 -3.43
H 4.82 -3.77 -3.10
H 6.62 -3.81 -0.89
H 5.66 -3.80 0.60
H 6.70 -2.42 0.21
H 4.51 -1.06 1.29
H 3.88 -2.61 1.90
H 2.93 -1.13 2.09
C 4.11 5.43 0.03
O 3.57 4.10 -0.02
P 4.58 2.95 -0.63
O 5.88 3.26 0.01
O 4.47 3.52 -2.16
C 3.18 3.71 -2.74
O 4.88 1.40 -1.13
C 3.91 0.72 -1.95
H 3.26 6.11 0.08
H 4.71 5.54 0.93
H 4.70 5.66 -0.85
H 2.92 4.77 -2.71
H 2.40 3.14 -2.21
H 3.21 3.38 -3.77
H 4.07 0.97 -3.00
H 2.89 0.97 -1.65
H 4.05 -0.35 -1.83


(2)
Here is a molecular structure, C15H38Ba2O13 from OMol25. Energies are from ωB97M-V/def2-TZVPD.

Output
Lowest unoccupied orbital energy   -0.2401 hartree
HOMO energy   -13.103 eV
F_max   6.6 eV/Å
Orbital gap   0.241 hartree
ΔE to the lowest compared entry with this formula, charge and spin   1.9838 eV
Energy   -44159.2232 eV
Total charge   +2

Atoms and positions in Å:
Ba 3.88 2.77 -1.22
Ba -1.59 -4.76 0.07
C 0.75 -0.46 0.51
C -0.39 -0.88 -0.01
C -1.13 -0.01 -1.06
O -2.29 -0.33 -1.57
C -0.60 1.11 -1.62
C 0.69 1.60 -1.20
C 1.39 0.83 0.03
O 2.45 1.31 0.45
O 1.31 2.55 -1.72
O -0.84 -2.01 0.48
H 1.21 -0.97 1.34
H -1.15 1.73 -2.31
C -4.59 2.43 -2.39
O -4.57 1.36 -1.42
H -4.86 3.42 -2.02
H -3.63 2.46 -2.90
H -5.30 2.18 -3.18
H -3.74 0.88 -1.44
C -4.63 -2.87 -1.26
O -3.23 -3.03 -1.20
H -4.97 -2.50 -2.23
H -5.13 -3.83 -1.25
H -4.99 -2.15 -0.53
H -2.96 -2.14 -1.43
C -0.26 -0.11 -4.57
O -1.65 0.00 -4.59
H 0.09 -0.69 -5.43
H 0.19 0.85 -4.82
H 0.17 -0.51 -3.65
H -1.97 0.23 -3.71
C -1.30 4.89 -2.31
O -0.42 4.48 -3.31
H -1.40 4.03 -1.64
H -0.99 5.78 -1.77
H -2.29 5.01 -2.76
H 0.31 4.00 -2.91
C 1.39 2.93 3.13
O 2.54 2.18 2.95
H 1.23 3.63 2.30
H 0.48 2.34 3.03
H 1.31 3.52 4.04
H 2.55 1.75 2.09
C 2.82 -1.28 4.18
O 4.02 -1.74 4.80
H 2.46 -1.99 3.44
H 2.08 -1.17 4.97
H 2.95 -0.39 3.57
H 4.16 -1.12 5.52
C 4.46 -1.94 1.23
O 5.50 -2.64 0.57
H 4.17 -1.06 0.66
H 3.56 -2.51 1.50
H 4.89 -1.57 2.17
H 5.61 -3.52 0.93
C -1.46 0.41 3.26
O -1.83 1.68 3.80
H -0.38 0.23 3.20
H -1.81 -0.38 3.93
H -1.95 0.23 2.30
H -1.33 1.80 4.61
C 1.97 -4.13 -0.03
O 0.99 -4.90 -0.67
H 1.56 -3.72 0.89
H 2.87 -4.66 0.26
H 2.25 -3.26 -0.63
H 1.37 -5.33 -1.44


(3)
Here is a molecular structure, C15H38N13O3PrS2 from OMol25. Energies are from ωB97M-V/def2-TZVPD.

Output
Lowest unoccupied orbital energy (alpha / beta)   -0.1973 / -0.1839 hartree
HOMO energy (alpha / beta)   -13.811 / -13.811 eV
F_max   1.6 eV/Å
Orbital gap (alpha / beta)   0.310 / 0.324 hartree
Multiplicity   3
ΔE to the lowest compared entry with this formula, charge and spin   1.0502 eV
Energy   -77410.5636 eV
Total charge   +2

Atoms and positions in Å:
Pr -0.70 -0.05 0.13
N -1.55 -0.10 -2.54
C -1.84 1.19 -3.20
C -1.99 2.30 -2.16
N -0.83 2.39 -1.25
C 0.37 2.80 -2.01
C 1.24 1.61 -2.44
N 1.47 0.72 -1.29
C -1.13 3.39 -0.20
C -0.21 3.27 1.02
N -0.53 2.03 1.76
H -1.08 -0.71 -3.22
H -2.44 -0.56 -2.36
H -2.77 1.15 -3.78
H -1.05 1.44 -3.91
H -2.88 2.08 -1.55
H -2.15 3.25 -2.67
H 0.99 3.45 -1.37
H 0.10 3.39 -2.89
H 2.18 2.01 -2.84
H 0.77 1.02 -3.22
H 2.14 1.20 -0.67
H 1.94 -0.12 -1.63
H -2.16 3.23 0.14
H -1.06 4.41 -0.61
H -0.35 4.16 1.64
H 0.84 3.22 0.72
H -1.45 2.15 2.19
H 0.12 1.94 2.54
N -2.20 -0.89 2.64
N -1.35 -1.22 3.72
C 0.00 -1.24 3.54
N 0.74 -1.79 4.50
N 0.47 -0.72 2.42
N 1.92 -0.74 2.30
O 1.91 -1.65 0.16
O 2.59 -0.53 3.37
H -2.93 -0.25 2.97
H -2.66 -1.73 2.28
H -1.72 -1.75 4.49
H 0.34 -2.03 5.39
H 1.74 -1.50 4.44
C -6.13 -0.86 -0.51
O -4.98 -1.68 -0.51
C -3.81 -1.19 -0.21
S -2.49 -2.27 -0.30
S -3.59 0.43 0.24
H -6.42 -0.60 0.52
H -6.92 -1.44 -0.98
H -5.95 0.06 -1.07
C 2.23 -2.04 1.55
N 3.49 -2.54 1.83
C 4.66 -1.67 1.69
N 5.14 -1.62 0.32
C 4.18 -1.03 -0.57
N 2.95 -1.81 -0.82
C 3.29 -3.23 -1.04
N 4.24 -3.78 -0.11
C 3.75 -3.86 1.25
C 5.45 -2.97 -0.13
H 2.10 0.01 1.58
H 1.47 -2.78 1.84
H 5.45 -2.08 2.32
H 4.43 -0.67 2.05
H 4.64 -0.92 -1.55
H 3.91 -0.04 -0.18
H 3.72 -3.28 -2.04
H 2.36 -3.80 -1.02
H 4.52 -4.35 1.86
H 2.84 -4.45 1.27
H 5.86 -2.94 -1.14
H 6.20 -3.41 0.54


(4)
Here is a molecular structure, C15H38N7O7PV from OMol25. Energies are from ωB97M-V/def2-TZVPD.

Output
Lowest unoccupied orbital energy (alpha / beta)   -0.1936 / -0.2046 hartree
HOMO energy (alpha / beta)   -11.228 / -11.228 eV
F_max   5.0 eV/Å
Orbital gap (alpha / beta)   0.219 / 0.208 hartree
Multiplicity   3
Energy   -75896.8714 eV
Total charge   +1

Atoms and positions in Å:
O -0.09 -0.24 -3.32
H -0.24 0.57 -3.89
V -0.29 0.13 -1.05
N 0.27 1.36 0.75
N 1.76 0.58 -1.28
N -1.06 -0.92 0.67
N 0.31 -1.75 -1.24
O -0.13 1.49 2.02
O -1.47 -0.53 1.92
O 1.38 -2.27 -1.98
O 2.64 -0.12 -1.91
C 2.11 1.75 -0.68
C 1.32 2.17 0.45
C -1.19 -2.25 0.48
C -0.50 -2.68 -0.68
C 1.70 3.34 1.32
H 2.33 3.03 2.17
H 0.76 3.80 1.66
H 2.25 4.04 0.67
C 3.38 2.39 -1.11
H 3.40 2.45 -2.21
H 4.24 1.80 -0.75
H 3.43 3.40 -0.69
C -2.02 -3.15 1.33
C -0.44 -4.08 -1.12
H -2.75 -2.56 1.91
H -1.40 -3.75 2.03
H -2.55 -3.86 0.66
H -0.02 -4.16 -2.11
H -1.43 -4.52 -1.15
H 0.17 -4.71 -0.47
H -0.94 0.46 2.06
H 1.94 -1.37 -2.04
C -1.78 1.13 -1.45
H -1.46 2.08 -1.02
H -2.44 0.46 -0.74
H -1.94 0.95 -2.72
O -4.41 2.89 -1.73
H -5.03 2.26 -1.34
H -4.00 3.40 -0.99
C 1.68 -3.38 4.11
N 1.72 -2.89 2.76
C 1.67 -3.93 1.75
P 2.37 -1.44 2.34
O 1.96 -1.06 0.97
N 2.00 -0.51 3.64
C 2.73 0.74 3.81
C 0.66 -0.50 4.20
N 4.03 -1.37 2.32
C 4.76 -1.37 1.06
C 4.85 -1.74 3.45
H 2.25 -4.32 4.19
H 2.12 -2.65 4.80
H 0.65 -3.58 4.44
H 1.83 -3.53 0.75
H 2.44 -4.69 1.92
H 0.71 -4.44 1.74
H 2.19 1.38 4.51
H 3.74 0.59 4.21
H 2.82 1.29 2.87
H -0.06 -0.96 3.52
H 0.62 -1.03 5.17
H 0.35 0.53 4.37
H 5.62 -0.69 1.09
H 5.14 -2.36 0.79
H 4.13 -1.03 0.25
H 5.57 -0.95 3.69
H 4.25 -1.90 4.34
H 5.41 -2.66 3.25


(5)
Here is a molecular structure, C15H39AgGeS3Si3 from OMol25. Energies are from ωB97M-V/def2-TZVPD.

Output
Lowest unoccupied orbital energy (alpha / beta)   -0.0781 / -0.1744 hartree
HOMO energy (alpha / beta)   -10.478 / -11.094 eV
F_max   0.8 eV/Å
Orbital gap (alpha / beta)   0.307 / 0.233 hartree
Multiplicity   2
Energy   -132838.9960 eV
Total charge   +1

Atoms and positions in Å:
Ag 0.08 -0.17 0.29
C -2.74 -0.61 -1.68
C -2.90 -1.88 -0.84
S -1.99 -1.86 0.73
C -1.04 -3.40 0.67
C -0.12 -3.67 -0.51
S 1.18 -2.43 -0.80
C 0.95 -1.99 -2.54
C -0.43 -1.52 -2.98
S -1.06 -0.06 -2.09
H -3.18 0.25 -1.17
H -3.29 -0.73 -2.62
H -2.60 -2.76 -1.40
H -3.95 -1.99 -0.60
H -1.75 -4.23 0.76
H -0.47 -3.37 1.60
H -0.68 -3.80 -1.44
H 0.39 -4.61 -0.32
H 1.25 -2.84 -3.15
H 1.69 -1.20 -2.70
H -1.17 -2.31 -2.88
H -0.39 -1.26 -4.04
C 2.10 -3.06 2.94
Si 1.34 -1.62 3.90
C 2.29 -1.40 5.49
C -0.45 -2.03 4.33
Ge 1.30 0.28 2.45
Si -0.03 2.00 3.47
C 0.60 2.14 5.22
C -1.82 1.50 3.43
C 0.24 3.59 2.53
Si 3.54 0.82 1.77
C 4.41 1.31 3.35
C 3.48 2.24 0.57
C 4.34 -0.66 0.99
H 1.60 -4.00 3.18
H 3.16 -3.18 3.19
H 2.04 -2.90 1.86
H 2.20 -2.33 6.07
H 1.90 -0.58 6.10
H 3.36 -1.22 5.32
H -0.56 -3.09 4.56
H -1.13 -1.78 3.51
H -0.77 -1.47 5.20
H 0.42 1.22 5.78
H 0.08 2.95 5.73
H 1.67 2.35 5.24
H -2.00 0.58 3.99
H -2.15 1.34 2.40
H -2.44 2.29 3.86
H 1.27 3.93 2.62
H -0.42 4.38 2.91
H 0.02 3.45 1.47
H 3.95 2.19 3.79
H 5.46 1.55 3.13
H 4.39 0.50 4.08
H 3.09 3.15 1.04
H 2.84 2.00 -0.28
H 4.48 2.47 0.18
H 4.42 -1.50 1.68
H 5.35 -0.40 0.65
H 3.77 -1.00 0.11


(6)
Here is a molecular structure, C15H39BClGaNO3 from OMol25. Energies are from ωB97M-V/def2-TZVPD.

Output
Lowest unoccupied orbital energy   0.0974 hartree
HOMO energy   -3.583 eV
F_max   2.3 eV/Å
Orbital gap   0.229 hartree
Energy   -89395.3100 eV
Total charge   -1

Atoms and positions in Å:
C 0.03 3.67 2.11
C -0.34 4.39 0.80
N -0.30 3.54 -0.40
Ga -0.98 1.74 -0.21
B 0.38 0.35 0.60
O -0.03 -1.03 0.57
C 1.83 0.64 1.21
C 2.75 1.46 0.26
C -2.75 1.53 0.83
Cl -3.56 3.09 1.35
C -3.79 0.80 -0.09
C -5.04 0.40 0.77
H 0.01 4.44 2.91
H -0.66 2.89 2.42
H 1.08 3.35 2.03
H -1.31 4.94 0.87
H 0.42 5.19 0.67
H -0.72 4.01 -1.18
H -1.28 1.21 -1.72
H -0.49 -1.10 -0.26
H 1.81 1.06 2.23
H 2.34 -0.35 1.33
H 2.32 2.43 -0.03
H 2.90 0.84 -0.64
H 3.76 1.57 0.70
H -2.59 0.84 1.68
H -3.34 -0.04 -0.62
H -4.12 1.58 -0.80
H -5.79 1.20 0.76
H -4.75 0.26 1.83
H -5.49 -0.52 0.36
C 6.68 -3.77 3.97
C 5.37 -3.18 4.45
O 5.09 -1.90 3.92
C 4.99 -1.82 2.50
C 3.90 -2.69 1.91
H 7.51 -3.10 4.22
H 6.86 -4.74 4.45
H 6.69 -3.93 2.89
H 5.40 -3.05 5.53
H 4.53 -3.86 4.25
H 5.96 -2.05 2.04
H 4.78 -0.78 2.27
H 4.07 -3.75 2.11
H 3.85 -2.56 0.83
H 2.93 -2.43 2.35
C -5.21 -0.68 -4.92
C -4.13 0.35 -4.64
O -3.31 0.02 -3.53
C -2.59 -1.18 -3.62
C -1.62 -1.23 -4.79
H -5.85 -0.82 -4.05
H -5.84 -0.35 -5.76
H -4.79 -1.65 -5.19
H -4.60 1.30 -4.39
H -3.51 0.53 -5.53
H -3.28 -2.04 -3.64
H -2.03 -1.26 -2.69
H -2.14 -1.17 -5.75
H -1.06 -2.17 -4.78
H -0.92 -0.40 -4.74